Computed, not measured: a cluster of 9 separate species, C46H97N9O9 in total in a non-equilibrium geometry, with wB97M-V/def2-TZVPD.

Last column: Löwdin spin population.
Atoms and positions in Å:
H -0.43837 -1.21864 -1.46923  0.002
H -5.81445 0.60708 -0.33469  0.001
H 1.91168 -2.07022 -1.26736  -0.001
H -5.23606 6.05187 -4.30572  0.003
C -1.84973 -5.27570 4.04765  0.034
H -5.58177 -2.74433 -2.07545  0.004
H -6.97389 -2.16594 1.62242  0.021
C -4.72307 2.31804 -2.75042  0.027
H 1.25370 -3.08927 -2.45303  0.005
H -1.68951 -4.46374 3.33832  0.003
C -2.00083 -4.61836 5.44500  0.020
H 5.79317 -2.12124 4.03559  0.001
H -5.72820 4.43422 -0.71272  0.001
O -2.40385 3.77351 -4.27329  0.564
H 0.76959 -0.86535 2.83975  0.002
H 4.92771 0.89921 5.55271  0.001
C 1.80130 3.76079 -3.86163  0.002
H -5.91503 -2.12311 5.26070  0.014
H 3.07449 4.63890 -0.34813  0.000
H 7.66436 -2.28062 -3.23462  0.003
H 4.12563 0.27908 1.80434  0.000
H 3.27245 1.78924 3.81628  0.002
H -5.54720 2.98589 -2.49961  0.001
H -7.15054 -4.06245 -3.06284  0.006
H 5.54779 0.06515 6.89051  0.002
H -4.78355 1.25500 -2.51720  0.004
H 3.58147 -0.69480 -2.93390  0.002
C -0.16471 4.89751 -0.25023  0.015
H 6.93339 -2.19155 -0.22877  0.000
H 5.35974 -3.65757 -4.61600  0.001
C 2.14801 -2.96561 -1.84229  0.012
H -4.86987 -5.37012 3.49278  0.033
H -2.31297 -2.86972 6.34182  0.007
H 4.30227 -2.20715 7.33962  0.000
C -1.81672 -1.55315 0.21343  0.010
C 6.79677 -3.21569 -0.57600  0.004
H 4.03002 2.07899 -3.17764  0.004
C 4.84354 -2.41320 6.41621  0.006
H -1.02944 -2.21960 2.00143  0.001
O -4.34561 -3.12314 3.17587  0.009
N -5.56252 -4.74716 3.88301  0.072
N 3.23859 -1.26736 4.70104  0.321
C 1.51486 1.34009 -3.18025  0.008
C -4.76465 -3.45920 -2.17225  0.023
H 5.73610 -5.10970 -1.98501  0.002
C 3.51214 -2.75283 -2.47107  0.025
H -2.77669 -5.77642 3.76812  0.015
H -3.58150 7.41489 -3.39328  0.000
H 2.14833 1.09887 4.69466  0.002
C 6.78530 -1.94447 -2.68474  0.018
C -2.94691 6.54273 -3.23602  0.005
C 1.91915 5.18288 -3.44132  0.002
H -1.51375 2.35407 -2.00973  -0.001
O -1.99460 -5.30849 6.44820  0.012
C -6.47260 0.83389 0.50407  0.023
H -4.01123 -3.22481 -2.92426  0.005
O 1.18929 2.27422 -0.30742  0.532
N -6.60006 -4.90924 -3.06519  0.010
H 2.09964 4.79472 0.99990  0.003
C 4.49484 -1.19353 5.39905  0.024
H 1.41599 0.60247 -2.38385  0.000
C 1.99571 2.72713 -2.62909  0.020
H -4.64086 4.77697 0.53224  0.004
H -5.47919 -1.55529 0.98197  0.002
N -2.24594 -3.27103 5.41740  0.008
H -7.15742 -3.23868 4.98318  0.043
H -4.65043 6.61048 -1.04404  0.001
H 5.06675 -5.34739 -4.17523  0.001
H 2.00528 -1.23452 1.67419  0.000
C 2.95333 -0.45437 3.50657  0.021
H -4.29373 2.37365 -0.17886  0.001
H 2.10653 -3.91199 -1.30308  0.005
C 3.41567 -1.62624 -3.47524  0.020
O -4.68120 -5.83099 -2.52019  0.012
H 1.38161 6.59184 -2.08465  0.001
C 5.53246 -0.10718 3.31146  0.003
H -7.11938 1.70746 0.42253  0.004
H 7.26507 -1.06408 -2.25713  0.004
H 0.36378 -1.71832 -0.14960  0.001
O -2.86435 -1.39218 -0.31987  0.003
C -2.42919 1.76413 -1.96471  0.004
H -2.64224 6.18616 -4.21995  -0.001
H -0.42788 5.95508 -0.22998  0.002
N -2.97112 4.06147 -2.90156  0.351
C 1.78650 -1.24542 2.74195  0.008
N 1.27883 3.18764 -1.37408  0.378
C -5.35714 -3.52645 3.80391  0.064
H 3.93912 3.48505 -2.00698  0.001
C 1.06052 5.56271 -2.24556  0.001
H -5.85137 1.06514 1.36933  0.008
C -3.78194 5.32146 -2.73673  0.020
H -4.35387 -3.53644 -1.16558  0.006
H 2.47136 -1.59520 -4.01878  0.004
H 4.43536 -3.36384 6.07301  0.000
H 2.95045 5.47177 -3.23868  0.001
C 4.68448 0.07657 6.22518  0.019
H -0.29944 -0.03250 -0.06236  0.001
H -6.04457 5.10703 -3.08083  0.002
C -3.85914 3.25337 -0.65355  0.005
C -6.42707 -2.63416 4.44538  0.122
C 1.16416 4.60680 -0.97969  0.023
H -5.12698 4.42224 -4.25194  0.002
H 3.26612 -4.99423 -2.83700  0.002
N -6.44035 -1.39467 1.24746  0.011
H -0.98967 4.34857 -0.70433  0.001
H -3.14781 5.87226 -0.66405  0.001
H 5.91349 -2.52339 6.59267  0.000
C -4.65705 4.50004 -0.52188  0.006
H 1.73871 -2.26618 3.12122  0.002
C 5.67920 -1.12518 4.46334  0.002
H 2.03327 1.17114 2.76055  0.002
H -2.93585 -3.03835 4.71742  0.003
H 6.30478 -0.19880 2.54776  0.001
C 2.18950 5.18123 -0.01531  0.022
C 3.67788 -4.09592 -3.29699  0.007
H 0.48154 1.54121 -3.46293  0.001
H -2.27045 1.20160 -1.04467  0.001
H -2.14175 6.79617 -2.54639  0.001
H -0.10455 4.45970 0.74615  0.002
H 1.50779 5.81997 -4.22427  0.001
H -2.46345 0.99935 -2.74064  0.002
C -0.46875 -1.05769 -0.39161  0.004
C -4.05983 5.71557 -1.24004  0.004
N 4.50384 -2.72215 -1.40709  0.311
H 6.62363 -0.96675 4.98398  0.000
H 3.76340 0.29986 6.76355  0.002
C 4.23051 -0.42939 2.62604  0.002
C -5.08126 5.26733 -3.56503  0.018
H -4.76473 2.45346 -3.83117  0.003
C 3.51323 2.53649 -2.33401  0.024
N -1.85001 -2.10571 1.42369  0.007
H 2.33005 6.26091 -0.06667  0.002
H -6.92454 -5.66819 -3.64727  0.003
O -8.33922 -0.65109 0.51100  0.014
H 2.70416 3.69077 -4.46828  0.001
H -6.93105 -2.08162 3.65240  0.010
H -3.01436 3.51149 -0.01494  0.002
C -3.45398 2.89296 -2.14838  0.024
O 2.06975 -1.44741 5.58994  0.592
H 4.38416 -1.34319 2.05204  0.001
H -2.79132 -2.24662 1.76159  0.002
H -1.08027 -6.04436 4.11974  0.003
C 6.07048 -4.30929 -2.64503  0.003
H 0.04810 5.83934 -2.53980  0.000
C 5.96519 -3.01209 -1.82848  0.021
C -7.17107 -0.44468 0.72634  0.024
C 5.08620 -4.32472 -3.79858  0.003
H 3.75299 1.81552 -1.55245  0.003
O 4.40200 -1.58111 -0.57259  0.610
H 3.02408 -4.00636 -4.16453  0.002
C 2.56074 0.97284 3.69359  0.020
C -5.31114 -4.86357 -2.62208  0.038
H 4.24797 -1.59048 -4.17816  0.002
H 2.12611 0.90386 -3.97030  0.001
H 5.71117 0.90862 3.66405  0.001
H 6.15419 -1.54039 -3.47629  0.001
H 6.18657 -3.58069 0.25015  0.000
H 7.66585 -3.86479 -0.68311  0.001
H 7.12260 -4.48424 -2.86984  0.001
H 0.99738 3.45782 -4.53247  0.000
H -6.38806 -5.04250 4.38435  0.070

Total charge   -1
Multiplicity   6
<S²>   8.772
HOMO level (spin up / spin down)   0.02356 / -0.26297 Eh
Energy   -81101.0818 eV
Max |F|   6.585 eV/Å
Frontier orbital gap (spin up / spin down)   1.14 / 7.91 eV